58
Properties=species:S:1:pos:R:3:mulliken_charge:R:1 method="wB97M-V/def2-TZVPD" mol_weight_g_mol=559.4 total_energy_ev=-135763.6938 orbital_gap_ev=9.2 charge=-1 spin_multiplicity=1
O -0.355 1.095 -0.249 -0.5867
S -1.016 0.643 -1.440 0.9975
O -1.289 -0.760 -1.576 -0.5404
Br 0.446 1.107 -3.076 -0.3004
N -2.196 1.579 -1.934 -0.3894
S -3.482 1.684 -1.023 0.9597
O -3.409 0.963 0.220 -0.5747
O -4.002 3.021 -1.032 -0.6852
C -4.745 0.713 -2.021 0.7103
F -5.111 -0.387 -1.367 -0.2409
F -4.273 0.343 -3.210 -0.2565
F -5.839 1.439 -2.230 -0.2482
C 6.073 5.019 -3.215 -0.7782
O 5.802 4.247 -2.072 -0.2699
C 6.460 4.671 -0.895 -0.5427
C 5.560 4.600 0.319 -0.2772
O 4.522 5.559 0.346 -0.4296
C 3.398 5.363 -0.500 -0.3396
C 2.460 4.261 -0.070 -0.5179
O 3.034 2.985 -0.256 -0.2191
C 2.726 2.051 0.760 -0.5421
H 7.047 4.768 -3.651 0.3144
H 5.296 4.801 -3.947 0.2402
H 6.048 6.091 -2.990 0.3480
H 6.833 5.696 -1.006 0.3380
H 7.320 4.013 -0.709 0.3521
H 6.187 4.849 1.181 0.3833
H 5.181 3.586 0.464 0.1146
H 3.699 5.232 -1.542 0.1350
H 2.840 6.300 -0.430 0.3805
H 1.549 4.338 -0.679 0.3613
H 2.178 4.412 0.979 0.3498
H 2.814 2.506 1.754 0.3849
H 3.449 1.240 0.683 0.2165
H 1.720 1.642 0.634 0.0903
C -3.720 -1.865 2.314 -0.6517
O -3.489 -2.901 1.381 -0.2988
C -2.179 -2.928 0.833 -0.2596
C -1.665 -4.340 0.704 -0.3587
O -1.371 -4.992 1.935 -0.4413
C -2.445 -5.428 2.737 -0.2709
C -3.153 -6.668 2.238 -0.5506
O -3.927 -6.416 1.082 -0.2760
C -3.880 -7.425 0.105 -0.7746
H -3.890 -0.909 1.811 0.1268
H -4.614 -2.139 2.877 0.2511
H -2.885 -1.765 3.016 0.3798
H -1.485 -2.338 1.440 0.3773
H -2.209 -2.479 -0.164 0.2323
H -0.702 -4.276 0.191 0.3566
H -2.330 -4.945 0.083 0.1353
H -3.161 -4.625 2.932 0.1007
H -1.983 -5.703 3.691 0.3898
H -3.816 -7.022 3.041 0.3643
H -2.409 -7.449 2.042 0.3303
H -2.858 -7.791 -0.046 0.3458
H -4.234 -6.993 -0.830 0.2388
H -4.525 -8.273 0.367 0.3153

28
Properties=species:S:1:pos:R:3:mulliken_charge:R:1 method="wB97M-V/def2-TZVPD" mol_weight_g_mol=180.2 total_energy_ev=-22861.3996 orbital_gap_ev=9.8 e_above_lowest_kcal_mol=28.3 spin_multiplicity=1
C 3.039 1.294 1.366 -1.1321
C 1.511 1.207 1.473 0.0972
C 1.149 -0.167 2.291 -0.7836
O -0.249 -0.279 2.345 -0.3669
P -0.935 -1.005 1.056 0.7955
N -0.098 -2.210 0.180 -0.7519
N -2.514 -1.305 1.787 -0.4338
O -1.208 0.186 0.035 -0.3304
C -0.616 0.213 -1.241 -0.5599
C -1.650 -0.051 -2.356 -0.4104
C -1.086 0.359 -3.713 -0.9933
H 3.600 1.013 2.263 0.2876
H 3.456 0.670 0.489 0.3099
H 3.526 2.286 1.008 0.3174
H 1.082 1.002 0.479 -0.1574
H 1.047 2.002 1.966 0.4132
H 1.718 -0.971 1.753 0.4071
H 1.605 0.069 3.223 0.4515
H 0.052 -3.036 0.722 0.2258
H -3.274 -1.519 1.169 0.2029
H -2.718 -1.175 2.726 0.1951
H 0.133 -0.620 -1.361 0.3605
H -0.170 1.184 -1.356 0.4591
H -1.994 -1.187 -2.277 0.2105
H -2.524 0.509 -1.958 0.3162
H -0.447 1.276 -3.473 0.2740
H -0.655 -0.607 -4.204 0.2528
H -1.780 0.864 -4.392 0.3434

33
Properties=species:S:1:pos:R:3:mulliken_charge:R:1 method="wB97M-V/def2-TZVPD" mol_weight_g_mol=198.2 total_energy_ev=-22877.6778 orbital_gap_ev=9.1 e_above_lowest_kcal_mol=88.5 spin_multiplicity=1
O -0.307 0.900 -0.829 -0.5292
H 0.305 0.272 -1.228 0.2518
H -0.514 0.512 0.029 0.2976
O 4.708 -0.639 -0.878 -0.6030
H 5.206 -1.271 -0.347 0.3302
H 3.823 -0.659 -0.498 0.2639
O -4.911 -0.982 0.383 -0.6564
H -4.573 -0.395 -0.303 0.4307
H -4.498 -0.658 1.192 0.2873
O 0.677 3.110 1.860 -0.5736
H -0.132 3.130 2.384 0.2897
H 1.197 3.845 2.204 0.2813
O -2.373 -0.250 -2.588 -0.5742
H -2.078 -0.152 -3.501 0.2796
H -2.057 -1.124 -2.333 0.2978
O 2.907 -2.155 -2.663 -0.5720
H 2.517 -1.487 -2.087 0.2658
H 2.276 -2.883 -2.638 0.3141
O 1.859 -2.197 1.019 -0.5682
H 1.550 -1.535 0.390 0.2595
H 1.153 -2.853 1.035 0.2847
O 1.649 1.380 2.919 -0.5669
H 2.401 0.903 2.550 0.2801
H 2.051 2.051 3.484 0.3037
O 0.773 4.371 -1.092 -0.6169
H 0.242 4.172 -1.872 0.3064
H 1.160 3.523 -0.848 0.3039
O -3.730 1.454 -0.667 -0.6388
H -3.045 0.778 -0.717 0.2546
H -3.861 1.586 0.278 0.3108
O -1.326 -4.176 2.152 -0.6192
H -1.809 -4.950 1.841 0.3313
H -1.241 -3.621 1.368 0.2934

8
Properties=species:S:1:pos:R:3:mulliken_charge:R:1 method="wB97M-V/def2-TZVPD" mol_weight_g_mol=110.2 total_energy_ev=-26506.6221 orbital_gap_ev=8.3 e_above_lowest_kcal_mol=74.6 spin_multiplicity=1
C 2.052 -0.210 -1.138 -0.1898
C 1.072 0.445 -1.406 -0.5933
F -1.464 0.394 -0.269 -0.2745
S -1.553 -1.530 2.312 -0.2174
S -0.978 0.038 1.329 0.2454
H 2.774 -0.822 -0.654 0.3843
H -2.191 0.708 1.671 0.2385
H 0.287 0.976 -1.846 0.4068

Copy entry 2 word for word.
28
Properties=species:S:1:pos:R:3:mulliken_charge:R:1 method="wB97M-V/def2-TZVPD" mol_weight_g_mol=180.2 total_energy_ev=-22861.3996 orbital_gap_ev=9.8 e_above_lowest_kcal_mol=28.3 spin_multiplicity=1
C 3.039 1.294 1.366 -1.1321
C 1.511 1.207 1.473 0.0972
C 1.149 -0.167 2.291 -0.7836
O -0.249 -0.279 2.345 -0.3669
P -0.935 -1.005 1.056 0.7955
N -0.098 -2.210 0.180 -0.7519
N -2.514 -1.305 1.787 -0.4338
O -1.208 0.186 0.035 -0.3304
C -0.616 0.213 -1.241 -0.5599
C -1.650 -0.051 -2.356 -0.4104
C -1.086 0.359 -3.713 -0.9933
H 3.600 1.013 2.263 0.2876
H 3.456 0.670 0.489 0.3099
H 3.526 2.286 1.008 0.3174
H 1.082 1.002 0.479 -0.1574
H 1.047 2.002 1.966 0.4132
H 1.718 -0.971 1.753 0.4071
H 1.605 0.069 3.223 0.4515
H 0.052 -3.036 0.722 0.2258
H -3.274 -1.519 1.169 0.2029
H -2.718 -1.175 2.726 0.1951
H 0.133 -0.620 -1.361 0.3605
H -0.170 1.184 -1.356 0.4591
H -1.994 -1.187 -2.277 0.2105
H -2.524 0.509 -1.958 0.3162
H -0.447 1.276 -3.473 0.2740
H -0.655 -0.607 -4.204 0.2528
H -1.780 0.864 -4.392 0.3434